17
Properties=species:S:1:pos:R:3:forces:R:3:nbo_charge:R:1 method="wB97M-V/def2-TZVPD" de_lowest_kcal_mol=5.73 e_homo_ev="-9.49 / -9.49" spin_multiplicity=2 gap_ha="0.3759 / 0.2433"
O -0.2312 2.4999 -1.7037 0.306 0.668 -0.242 -0.296
O 1.6969 1.6819 -1.2809 0.252 0.471 -0.113 -0.493
N -0.1561 0.3402 -1.0083 0.700 -0.419 -0.091 -0.652
N -1.3822 -1.6604 2.6875 0.244 -0.109 0.435 -0.841
C 0.4838 1.5088 -1.3334 -1.706 -1.706 0.447 0.823
C 0.6009 -0.7708 -0.4770 0.348 -0.074 2.011 -0.229
C -0.8553 -1.9789 1.3403 -0.833 1.060 1.085 -0.216
C 0.3200 -1.0586 1.0412 0.396 0.064 -0.415 -0.415
H -1.5409 -0.6713 2.8377 0.169 0.040 -0.268 0.348
H 1.6535 -0.5093 -0.4154 0.019 0.166 -0.882 0.233
H -1.6405 -1.6892 0.6327 0.077 -0.607 -0.549 0.151
H -1.1482 0.1544 -1.0734 0.156 0.905 -0.283 0.410
H -2.2695 -2.1039 2.8865 0.084 -0.247 -0.168 0.356
H 0.4815 -1.6943 -1.0437 -0.039 0.143 -0.234 0.197
H 0.0992 -0.1462 1.5999 0.021 0.382 -0.481 0.206
H 1.3077 -1.3202 1.4327 -0.401 -0.747 0.344 0.215
H -0.6720 -3.0501 1.3715 0.208 0.012 -0.597 0.203

61
Properties=species:S:1:pos:R:3:forces:R:3:nbo_charge:R:1 method="wB97M-V/def2-TZVPD" charge=+1 e_homo_ev=-8.59 gap_ha=0.1376
Cl -3.9419 5.3055 -3.1995 0.595 -0.643 -0.304 0.035
P 1.2880 -2.1176 2.3421 0.727 -0.054 1.552 1.899
F -0.1350 0.6611 -0.8130 1.023 -1.100 0.355 -0.233
O 2.4376 -2.1135 3.3047 -0.429 0.159 -0.574 -1.086
O 3.1191 -0.1414 1.2058 -0.254 -0.612 -1.209 -0.637
O 3.3598 -1.2801 -0.7697 0.674 0.349 0.340 -0.539
N -0.9287 1.6577 -1.6323 -0.548 0.834 -0.519 0.087
N -2.1496 3.2296 -3.0674 0.040 -0.055 0.010 -0.204
C -0.5342 1.3711 -3.0366 0.376 -0.618 1.446 -0.261
C 0.8150 -4.4848 3.7321 -0.019 0.314 0.173 -0.202
C -0.5003 -0.0364 1.7833 -0.185 0.362 0.537 -0.132
C 1.5359 -1.8092 0.6377 0.657 -0.043 -0.666 -0.876
C -2.8496 4.1428 -4.0267 -0.791 0.906 -0.046 -0.214
C 5.5430 -1.2731 -1.8994 0.309 -0.022 -0.115 -0.629
C -2.3800 1.4251 -1.4050 1.008 -0.818 0.836 -0.273
C 0.0757 -5.6075 4.0969 -0.181 -0.126 -0.277 -0.215
C -1.1202 1.1819 2.0652 0.304 -0.519 0.785 -0.277
C 0.4762 -3.7334 2.5899 -0.228 -0.448 -0.481 -0.312
C 4.6521 -0.6282 -0.8601 -0.153 0.030 0.126 -0.073
C 0.1639 -0.7396 2.7911 -0.327 -0.161 0.160 -0.401
C -3.1255 2.3649 -2.2951 -0.929 0.929 -0.951 -0.247
C -1.2553 3.9878 -2.1063 -0.676 1.171 -0.917 -0.248
C 2.7167 -0.9928 0.4104 -0.419 0.292 0.703 0.727
C 0.1073 -0.2929 4.1155 -0.278 0.243 -0.185 -0.138
C -0.4569 -4.2684 1.6964 -0.334 -0.273 0.427 -0.225
C -0.5724 0.8932 4.4074 0.062 0.029 -0.010 -0.217
C -0.5274 3.0306 -1.2202 0.522 -1.256 0.818 -0.272
C -1.2162 -5.3914 2.0652 0.182 0.031 -0.076 -0.226
C -1.1494 1.6493 3.3869 -0.081 0.091 -0.418 -0.209
C -1.2846 2.3294 -3.8993 -0.402 0.624 -1.328 -0.240
C -0.9858 -6.0344 3.2879 0.135 0.225 -0.161 -0.200
H -0.5562 4.5625 -2.7259 -0.289 0.025 0.125 0.248
H -2.5867 0.3742 -1.6403 0.098 0.241 0.153 0.267
H -0.7996 0.3291 -3.2250 0.193 0.109 -0.021 0.267
H -0.4600 -0.4118 0.7715 -0.005 -0.124 0.527 0.221
H -0.7979 3.1600 -0.1644 0.214 -0.180 -0.258 0.279
H 5.1570 -0.6780 0.1235 -0.436 0.239 -0.472 0.212
H -0.6165 1.2486 5.4372 0.015 -0.051 -0.280 0.221
H -2.5949 1.6132 -0.3463 0.170 -0.216 -0.273 0.278
H 1.6743 -4.1859 4.3378 -0.410 0.181 -0.195 0.253
H 6.1340 -2.0669 -1.4328 -0.236 -0.139 -0.335 0.218
H -2.1030 4.7321 -4.5804 -0.212 -0.373 0.274 0.254
H -3.7725 3.0489 -1.7383 0.040 -0.188 -0.165 0.268
H -3.4693 3.5436 -4.7112 0.373 0.137 0.325 0.254
H 0.5480 1.5075 -3.0814 -0.117 -0.176 -0.073 0.269
H -0.5778 -3.8259 0.7055 -0.226 0.043 0.339 0.205
H 0.5607 3.0974 -1.3321 -0.237 -0.057 0.138 0.271
H -1.9841 -5.7694 1.3834 0.285 0.098 0.255 0.211
H -1.9509 1.8035 -4.5909 0.162 0.189 0.002 0.249
H -1.6075 -6.8821 3.5911 0.266 0.287 -0.157 0.217
H 0.6034 -0.8495 4.9139 -0.051 0.156 -0.361 0.244
H 4.4893 0.4203 -1.1311 -0.068 -0.025 0.266 0.158
H -0.6035 2.9775 -4.4607 -0.203 -0.137 -0.029 0.250
H -3.7117 1.8179 -3.0437 -0.001 0.288 0.156 0.247
H 5.0288 -1.6434 -2.8051 0.130 0.189 0.527 0.211
H -1.6153 2.6155 3.5917 0.111 -0.305 0.131 0.206
H 6.2618 -0.4958 -2.1971 -0.098 -0.286 -0.111 0.210
H 1.2982 -2.6031 -0.0548 0.188 -0.053 -0.195 0.230
H -1.9049 4.6670 -1.5478 0.180 -0.038 -0.146 0.267
H -1.5507 1.7661 1.2566 -0.114 0.075 0.214 0.132
H 0.3302 -6.1582 5.0094 -0.103 0.251 -0.394 0.221

19
Properties=species:S:1:pos:R:3:forces:R:3:nbo_charge:R:1 method="wB97M-V/def2-TZVPD" de_lowest_kcal_mol=8.42 e_homo_ev=-11.23 smiles=CCC.CC gap_ha=0.4552
C -0.4778 1.3857 -0.8554 -0.505 0.385 0.749 -0.606
C -0.2564 -1.7764 2.3308 -0.922 0.271 -1.017 -0.616
C 0.0507 0.1946 -1.6110 0.227 -0.651 0.261 -0.402
C 1.0606 0.4929 -2.7167 -0.996 0.056 -0.291 -0.605
C -0.3695 -0.2675 2.6800 0.345 -1.308 0.142 -0.613
H -0.4159 0.3475 1.7918 0.096 0.179 0.039 0.206
H -0.3720 -1.9371 1.2512 0.506 0.149 0.020 0.201
H -0.7766 -0.4501 -1.9237 -0.103 0.401 -0.533 0.198
H 0.4618 0.0186 3.3138 0.102 0.333 -0.005 0.206
H -1.1517 -2.2877 2.6753 0.165 -0.263 0.564 0.203
H -1.0523 1.0509 0.0119 -0.046 -0.077 -0.074 0.204
H 0.2911 2.0369 -0.4323 0.201 -0.073 -0.261 0.203
H -1.2762 -0.1703 3.2520 -0.328 0.532 0.195 0.205
H 2.0409 0.7139 -2.3142 0.193 0.057 0.039 0.205
H 0.5270 -0.4708 -0.9012 0.401 -0.085 0.409 0.193
H 0.6371 -2.2908 2.6635 0.074 0.070 0.150 0.208
H 1.1127 -0.3500 -3.4049 0.274 -0.038 0.024 0.209
H -1.1759 2.0142 -1.4072 0.151 0.011 -0.375 0.203
H 0.7113 1.3476 -3.3016 0.165 0.049 -0.036 0.199

Energy, respectively: -11367.1600, -57975.5706, -5411.6845 eV.